{"formula": "C3H5NO2", "method": "the ωB97M-V functional and the def2-TZVPD basis", "species": ["O", "C", "C", "N", "C", "O", "H", "H", "H", "H", "H"], "positions_angstrom": [[-1.38, -0.86, -0.46], [-0.03, -0.84, -0.16], [0.88, -0.29, -1.18], [0.60, 0.45, 0.06], [-1.39, 1.62, 1.58], [-0.77, 2.46, 2.02], [-1.87, -0.64, 0.35], [0.31, -1.67, 0.47], [1.86, -0.75, -1.32], [0.43, 0.15, -2.06], [1.38, 0.38, 0.70]], "relative_energy_kj_mol": 218.12, "total_energy_ev": -8775.434, "homo_energy_ha": -0.366, "charge": 0}

***

{"formula": "C34H64BBrCl26N5OS2", "method": "the ωB97M-V functional and the def2-TZVPD basis", "species": ["C", "C", "C", "N", "C", "C", "C", "Br", "N", "C", "C", "C", "C", "C", "N", "C", "C", "C", "C", "C", "S", "S", "C", "C", "C", "N", "B", "O", "N", "C", "C", "H", "H", "H", "H", "H", "H", "H", "H", "H", "H", "H", "H", "H", "H", "H", "H", "H", "H", "H", "H", "H", "H", "H", "H", "H", "H", "H", "H", "H", "H", "H", "H", "H", "H", "H", "H", "H", "H", "C", "Cl", "Cl", "H", "H", "C", "Cl", "Cl", "H", "H", "C", "Cl", "Cl", "H", "H", "C", "Cl", "Cl", "H", "H", "C", "Cl", "Cl", "H", "H", "C", "Cl", "Cl", "H", "H", "C", "Cl", "Cl", "H", "H", "C", "Cl", "Cl", "H", "H", "C", "Cl", "Cl", "H", "H", "C", "Cl", "Cl", "H", "H", "C", "Cl", "Cl", "H", "H", "C", "Cl", "Cl", "H", "H", "C", "Cl", "Cl", "H", "H"], "positions_angstrom": [[-3.43, -3.02, 3.67], [-3.71, -2.18, 2.76], [-3.71, -1.27, 1.49], [-4.25, -1.59, 0.21], [-4.93, -2.83, -0.24], [-4.17, -4.17, 0.17], [-4.82, -5.51, -0.44], [-6.66, -5.26, -1.15], [-4.05, -0.49, -0.54], [-3.43, 0.58, 0.08], [-3.07, 2.02, -0.44], [-2.53, 2.03, -1.97], [-0.95, 2.35, -2.00], [-0.70, 3.87, -1.60], [0.62, 4.15, -0.98], [1.75, 4.07, -1.94], [1.97, 5.57, -2.53], [3.51, 6.01, -2.58], [3.76, 7.40, -1.80], [0.84, 3.38, 0.24], [0.22, 3.96, 1.68], [1.81, 1.79, 0.31], [3.53, 2.14, 0.91], [4.65, 1.44, -0.03], [6.05, 2.20, 0.26], [-3.20, 0.05, 1.43], [-2.54, 0.92, 2.49], [-1.16, 0.77, 2.76], [-3.35, 1.93, 3.18], [-4.53, 1.34, 3.89], [-2.55, 2.81, 4.07], [-3.17, -3.62, 4.59], [-5.01, -2.80, -1.39], [-6.01, -2.78, 0.16], [-4.07, -4.32, 1.29], [-3.12, -4.11, -0.25], [-4.89, -6.25, 0.42], [-4.19, -5.99, -1.24], [-4.04, 2.64, -0.37], [-2.30, 2.57, 0.17], [-3.14, 2.86, -2.49], [-2.77, 1.03, -2.46], [-0.48, 1.59, -1.30], [-0.61, 2.17, -3.06], [-1.52, 4.32, -0.95], [-0.73, 4.47, -2.58], [2.71, 3.86, -1.35], [1.63, 3.29, -2.76], [1.46, 6.27, -1.77], [1.46, 5.71, -3.54], [3.73, 6.25, -3.67], [4.24, 5.20, -2.27], [3.27, 7.42, -0.77], [3.33, 8.29, -2.38], [4.88, 7.62, -1.70], [3.70, 1.69, 1.96], [3.77, 3.25, 0.97], [4.40, 1.52, -1.13], [4.82, 0.36, 0.26], [6.14, 3.14, -0.38], [6.08, 2.48, 1.37], [6.94, 1.53, 0.03], [-0.75, 0.37, 1.96], [-5.29, 2.18, 4.07], [-4.26, 0.95, 4.94], [-5.04, 0.54, 3.26], [-3.09, 3.78, 4.33], [-2.26, 2.31, 5.06], [-1.55, 3.14, 3.60], [2.71, 5.59, -6.63], [2.35, 7.16, -5.91], [3.43, 4.49, -5.44], [1.79, 5.15, -7.00], [3.41, 5.73, -7.45], [5.74, 0.47, 4.12], [5.14, 2.14, 4.13], [7.30, 0.35, 3.31], [5.85, 0.13, 5.15], [5.02, -0.16, 3.61], [9.54, -1.85, 4.86], [10.51, -1.69, 6.33], [8.30, -3.10, 5.05], [9.05, -0.90, 4.66], [10.19, -2.12, 4.04], [4.32, 1.42, -7.96], [3.30, 0.97, -6.59], [3.75, 2.91, -8.72], [5.34, 1.58, -7.61], [4.30, 0.62, -8.70], [-1.95, 1.76, 8.00], [-3.28, 2.89, 7.73], [-0.77, 1.83, 6.69], [-1.46, 2.01, 8.94], [-2.35, 0.75, 8.06], [-5.94, -3.23, -4.53], [-4.63, -2.03, -4.62], [-6.22, -3.99, -6.09], [-5.66, -3.99, -3.81], [-6.85, -2.73, -4.20], [0.13, -3.47, 5.06], [-0.95, -3.95, 6.37], [-0.37, -1.93, 4.34], [1.14, -3.36, 5.45], [0.12, -4.24, 4.29], [12.33, -4.72, 3.14], [11.29, -5.19, 4.49], [11.76, -3.22, 2.38], [13.34, -4.57, 3.51], [12.32, -5.51, 2.39], [1.14, -1.42, -4.73], [0.77, 0.15, -3.99], [1.87, -2.52, -3.56], [0.22, -1.86, -5.10], [1.84, -1.26, -5.55], [-6.45, -8.42, 1.63], [-5.06, -9.26, 0.93], [-6.16, -7.98, 3.31], [-6.65, -7.52, 1.05], [-7.32, -9.08, 1.58], [-8.67, -11.51, 0.03], [-9.06, -9.96, 0.77], [-7.91, -12.60, 1.19], [-9.58, -11.97, -0.34], [-7.98, -11.34, -0.80], [-7.45, -3.34, 4.51], [-5.74, -3.64, 4.18], [-7.87, -1.65, 4.20], [-8.06, -3.97, 3.87], [-7.66, -3.56, 5.56], [3.52, 6.81, -10.49], [4.50, 6.99, -9.03], [2.26, 5.59, -10.27], [3.05, 7.77, -10.71], [4.16, 6.51, -11.31]], "total_energy_ev": -463755.514, "homo_energy_ha": -0.365, "charge": 1}

***

{"formula": "C14H21CaNP", "method": "the ωB97M-V functional and the def2-TZVPD basis", "species": ["C", "C", "C", "C", "C", "Ca", "P", "H", "H", "H", "H", "H", "H", "H", "H", "C", "N", "C", "C", "C", "C", "C", "C", "C", "C", "H", "H", "H", "H", "H", "H", "H", "H", "H", "H", "H", "H", "H"], "positions_angstrom": [[0.43, -1.14, -2.02], [1.36, -1.68, -1.12], [2.25, -0.61, -0.71], [1.85, 0.58, -1.38], [0.72, 0.26, -2.21], [0.11, 0.17, 0.12], [-2.12, -0.99, 0.75], [-0.41, -1.67, -2.48], [1.44, -2.71, -0.78], [3.08, -0.72, -0.02], [0.19, 0.95, -2.86], [2.26, 1.57, -1.23], [-2.18, -1.05, 2.15], [-2.31, -2.28, 0.27], [-3.21, -0.21, 0.33], [-1.06, 3.92, 2.52], [-1.71, 2.90, 3.40], [-3.21, 2.91, 3.22], [-1.14, 1.47, 3.14], [0.34, 1.48, 3.20], [0.96, 1.89, 4.38], [2.37, 2.00, 4.43], [3.10, 1.71, 3.28], [2.47, 1.27, 2.09], [1.08, 1.13, 2.13], [-1.23, 3.64, 1.49], [0.01, 3.97, 2.74], [-1.52, 4.88, 2.74], [-1.50, 3.13, 4.39], [-3.42, 2.67, 2.19], [-3.65, 2.17, 3.89], [-3.56, 3.91, 3.47], [-1.62, 0.81, 3.88], [-1.52, 1.23, 2.15], [0.38, 2.15, 5.28], [2.85, 2.31, 5.34], [4.19, 1.81, 3.30], [3.08, 1.05, 1.25]], "relative_energy_kj_mol": 66.30, "total_energy_ev": -44070.179, "homo_energy_ha": [0.005, 0.006], "charge": -1}

***

{"formula": "C8H14Br", "method": "the ωB97M-V functional and the def2-TZVPD basis", "species": ["Br", "H", "C", "C", "C", "C", "C", "C", "C", "C", "H", "H", "H", "H", "H", "H", "H", "H", "H", "H", "H", "H", "H"], "positions_angstrom": [[-2.34, 2.23, 0.20], [-3.56, 1.99, -0.45], [-2.84, -2.28, 1.47], [-4.09, -2.59, 0.58], [-4.37, -4.05, 0.78], [-3.22, -4.94, 0.31], [-1.80, -4.47, 0.69], [-1.64, -2.94, 1.12], [-0.68, -1.91, 1.17], [-5.30, -1.77, 1.00], [-2.60, -1.22, 1.47], [-3.87, -2.43, -0.52], [-4.57, -4.18, 1.86], [-5.28, -4.39, 0.27], [-3.39, -5.89, 0.82], [-3.30, -5.15, -0.77], [-1.42, -5.08, 1.53], [-1.16, -4.88, -0.11], [-0.59, -1.13, 1.99], [-0.04, -1.66, 0.31], [-5.42, -1.92, 2.09], [-5.16, -0.71, 0.77], [-6.18, -2.14, 0.48]], "relative_energy_kj_mol": 235.95, "multiplicity": 2, "total_energy_ev": -78561.769, "homo_energy_ha": [-0.257, -0.342], "charge": 0}

***

{"formula": "O5S2", "method": "the ωB97M-V functional and the def2-TZVPD basis", "species": ["O", "O", "O", "O", "O", "S", "S"], "positions_angstrom": [[0.91, 2.22, 1.28], [0.76, -1.74, -1.26], [-0.81, 2.01, -0.58], [-0.90, -2.52, 0.36], [0.09, -0.03, 0.71], [0.46, 1.49, 0.04], [-0.51, -1.42, -0.54]], "relative_energy_kj_mol": 11.55, "total_energy_ev": -31907.251, "homo_energy_ha": 0.017, "charge": -2}

***

{"formula": "C4H7N2OS", "method": "the ωB97M-V functional and the def2-TZVPD basis", "species": ["O", "C", "S", "C", "C", "N", "C", "N", "H", "H", "H", "H", "H", "H", "H"], "positions_angstrom": [[1.23, -0.75, -1.45], [0.49, -0.07, -0.21], [2.00, 0.52, 0.67], [-0.33, -0.99, 0.61], [-1.60, -0.32, 0.97], [-2.08, 0.75, 0.45], [-1.40, 1.38, -0.52], [-0.20, 1.05, -0.82], [0.54, -1.13, -2.15], [2.59, 0.70, -0.50], [0.20, -1.42, 1.56], [-0.53, -1.98, -0.04], [-2.18, -0.74, 1.79], [-1.81, 2.27, -0.93], [0.31, 1.49, -1.72]], "relative_energy_kj_mol": 208.04, "total_energy_ev": -20115.331, "homo_energy_ha": -0.514, "charge": 1}

***

Question: Look up the charge of the first one.
Answer: 0

***

Question: Among the records above, which one has the lowest charge?
Answer: O5S2